[1]
{
  "formula": "C29H33IN5OPb",
  "method": "ωB97M-V/def2-TZVPD",
  "molar_mass_g_mol": 801.72,
  "multiplicity": 1,
  "homo_energy_ev": -10.508,
  "charge": 1,
  "e_above_lowest_kcal_mol": 0.0,
  "total_energy_ev": -53451.4711,
  "gap_ev": 8.5,
  "species": ["Pb", "I", "C", "C", "C", "C", "C", "C", "C", "C", "C", "C", "H", "H", "H", "H", "H", "H", "C", "C", "C", "C", "C", "N", "C", "O", "N", "C", "C", "C", "C", "N", "C", "C", "C", "H", "H", "H", "H", "H", "H", "H", "H", "H", "H", "H", "H", "H", "C", "C", "N", "C", "C", "C", "C", "N", "H", "H", "H", "H", "H", "H", "H", "H", "H", "H", "H", "H", "H", "H"],
  "coordinates": [[2.06967, -2.95026, -2.04913], [5.09461, -3.31632, -1.55387], [4.80443, -2.81035, 0.46718], [5.93716, -2.60862, 1.19375], [5.82404, -2.33809, 2.57431], [4.59255, -2.32192, 3.15406], [3.41497, -2.55384, 2.39788], [2.15254, -2.58308, 3.04892], [1.01749, -2.82708, 2.34479], [1.08956, -3.00548, 0.94218], [2.26955, -2.96121, 0.24462], [3.48358, -2.77435, 0.98896], [6.91305, -2.67248, 0.73164], [6.71907, -2.16422, 3.15832], [4.48985, -2.13564, 4.21759], [2.11883, -2.41738, 4.12142], [0.05247, -2.85741, 2.84080], [0.15359, -3.17091, 0.41644], [-8.28420, 3.35717, 1.00746], [-6.93020, 2.72874, 1.23192], [-6.44676, 2.47604, 2.51054], [-5.20445, 1.89304, 2.71342], [-4.39690, 1.56321, 1.63362], [-3.11939, 0.99880, 1.91071], [-2.32965, 0.16610, 1.15996], [-1.13696, 0.02668, 1.37392], [-2.99682, -0.49429, 0.14769], [-2.42858, -1.37785, -0.77498], [-3.27061, -2.16421, -1.55356], [-2.73410, -3.01686, -2.49704], [-1.36013, -3.08207, -2.63751], [-0.54355, -2.34210, -1.88850], [-1.05609, -1.50178, -0.97999], [-4.85280, 1.83221, 0.34493], [-6.10871, 2.39585, 0.15825], [-8.80455, 3.52596, 1.94947], [-8.91444, 2.72163, 0.38337], [-8.18700, 4.31845, 0.50063], [-7.05786, 2.72777, 3.37016], [-4.85912, 1.68720, 3.72201], [-2.64871, 1.32655, 2.73737], [-4.00223, -0.43860, 0.15872], [-4.34708, -2.09997, -1.42157], [-3.37357, -3.63164, -3.11599], [-0.89610, -3.74240, -3.36417], [-0.36731, -0.92662, -0.37720], [-4.22255, 1.63733, -0.51495], [-6.44919, 2.59715, -0.85261], [1.62059, 1.74630, 0.32944], [1.38509, 1.98805, -1.16067], [2.54841, 1.68846, -2.00657], [3.43384, 2.80600, -2.37801], [4.72665, 2.86500, -1.57470], [2.81108, 0.40862, -2.32806], [3.98311, 0.08164, -3.21101], [2.08176, -0.58049, -1.89020], [0.73643, 2.04259, 0.89775], [2.46661, 2.33747, 0.68457], [1.82580, 0.69670, 0.55434], [1.12758, 3.02880, -1.33113], [0.53449, 1.40582, -1.52054], [2.86194, 3.71408, -2.20950], [3.64096, 2.77632, -3.44498], [4.52406, 3.04635, -0.51776], [5.35431, 3.67860, -1.94445], [5.29644, 1.93733, -1.65708], [4.30440, 0.91264, -3.83202], [3.71039, -0.75135, -3.85816], [4.82699, -0.23708, -2.59651], [1.33168, -0.28476, -1.28065]],
  "lowdin_charge": [1.02, 0.99, -0.61, -0.16, -0.07, -0.03, -0.16, -0.03, -0.06, -0.15, -0.33, -0.26, 0.09, 0.11, 0.12, 0.12, 0.11, 0.07, -0.04, -0.27, -0.03, -0.02, -0.24, 0.14, -0.50, 0.06, 0.14, -0.18, 0.01, -0.04, -0.15, -0.05, -0.09, -0.04, -0.04, 0.08, 0.08, 0.08, 0.12, 0.12, 0.15, 0.13, 0.13, 0.12, 0.10, 0.09, 0.11, 0.12, -0.05, -0.19, -0.06, -0.19, -0.06, -0.40, -0.02, -0.01, 0.07, 0.07, 0.07, 0.12, 0.11, 0.12, 0.11, 0.07, 0.08, 0.07, 0.08, 0.07, 0.06, 0.01]
}

---

[2]
{
  "formula": "C3H6N5OS",
  "method": "ωB97M-V/def2-TZVPD",
  "molar_mass_g_mol": 160.18,
  "multiplicity": 1,
  "homo_energy_ev": -3.711,
  "charge": -1,
  "e_above_lowest_kcal_mol": 57.5,
  "total_energy_ev": -23538.6354,
  "gap_ev": 7.3,
  "species": ["C", "C", "C", "N", "N", "N", "N", "N", "O", "S", "H", "H", "H", "H", "H", "H"],
  "coordinates": [[0.25880, -1.43476, -0.70757], [0.05756, 1.70997, 2.04522], [-0.36257, 0.62268, 0.95173], [0.23323, -3.35964, -1.57917], [0.08892, -2.68805, -0.44584], [0.36206, -1.33018, -2.03803], [0.36374, -2.53722, -2.55008], [0.76789, 0.32438, 0.16969], [-1.49733, 1.11680, 0.30579], [1.15224, 1.40528, -1.08986], [-0.19818, 2.78447, 1.70634], [1.18953, 1.49700, 2.24195], [-0.71979, 1.44339, 2.78668], [-0.57373, -0.34924, 1.36839], [-1.31852, 1.30386, -0.60994], [0.19618, -0.50874, -2.55530]],
  "lowdin_charge": [-0.24, -0.06, -0.66, -0.10, -0.03, -0.03, -0.06, -0.47, -0.09, 0.35, 0.08, 0.10, 0.05, 0.11, 0.01, 0.05]
}

---

[3]
{
  "formula": "C2H2N4O",
  "method": "ωB97M-V/def2-TZVPD",
  "molar_mass_g_mol": 98.06,
  "multiplicity": 1,
  "homo_energy_ev": -10.201,
  "e_above_lowest_kcal_mol": 68.3,
  "total_energy_ev": -10109.3436,
  "smiles": "[H]/N=c1/cnonn1",
  "gap_ev": 9.6,
  "species": ["H", "N", "C", "C", "N", "O", "N", "N", "H"],
  "coordinates": [[2.21594, -1.13485, 0.29040], [1.94827, -0.07860, 0.11377], [0.64775, -0.04634, -0.05858], [-0.18014, 1.12686, -0.09307], [-1.46580, 0.97687, 0.06402], [-2.06514, -0.22002, 0.12693], [-1.27454, -1.43600, -0.06799], [-0.06445, -1.34017, -0.07503], [0.23811, 2.15225, -0.30046]],
  "lowdin_charge": [0.10, 0.13, -0.39, -0.08, 0.05, -0.10, 0.08, 0.07, 0.14]
}

---

[4]
{
  "formula": "C32H50N3OsSe2Si",
  "method": "ωB97M-V/def2-TZVPD",
  "molar_mass_g_mol": 853.01,
  "multiplicity": 5,
  "homo_energy_ev": [-4.257, -4.874],
  "charge": -1,
  "e_above_lowest_kcal_mol": 0.0,
  "total_energy_ev": -179503.8467,
  "gap_ev": [6.8, 6.5],
  "species": ["Os", "C", "Si", "C", "C", "C", "C", "C", "C", "C", "C", "H", "H", "H", "H", "H", "H", "H", "H", "H", "H", "H", "H", "H", "H", "H", "H", "H", "H", "H", "H", "H", "C", "C", "C", "C", "C", "C", "C", "C", "N", "C", "C", "C", "C", "H", "H", "H", "H", "H", "H", "H", "H", "H", "H", "H", "H", "H", "H", "H", "H", "H", "H", "Se", "C", "C", "C", "N", "C", "C", "H", "H", "H", "H", "C", "H", "H", "H", "Se", "C", "C", "C", "N", "C", "C", "H", "H", "H", "H"],
  "coordinates": [[-0.38190, -0.11512, -0.99152], [2.20757, -0.27408, -3.37758], [1.83029, 0.55510, -1.71271], [1.98596, 2.45670, -2.08896], [3.29892, 2.78383, -2.80782], [0.83933, 2.87449, -3.02307], [1.88182, 3.34280, -0.83612], [3.35308, -0.00395, -0.62631], [3.04026, -1.34357, 0.05098], [4.60515, -0.24159, -1.48462], [3.71003, 0.99180, 0.48436], [3.18078, 0.02376, -3.77866], [1.44571, -0.02604, -4.12267], [2.21380, -1.36555, -3.26580], [3.38312, 2.26389, -3.76573], [4.17544, 2.53463, -2.20644], [3.33783, 3.86267, -3.01356], [0.77245, 2.23927, -3.91155], [1.00175, 3.90836, -3.35959], [-0.11914, 2.84023, -2.51294], [2.78903, 3.32434, -0.23414], [1.04441, 3.04677, -0.19780], [1.71095, 4.38615, -1.13914], [2.70929, -2.09285, -0.67047], [2.26871, -1.24589, 0.81076], [3.94700, -1.72689, 0.54320], [4.45481, -1.04993, -2.20269], [5.43388, -0.53593, -0.82507], [4.92318, 0.64218, -2.04128], [2.83518, 1.27816, 1.07764], [4.16885, 1.90011, 0.08888], [4.43511, 0.52971, 1.16831], [0.92716, 1.42818, 3.75581], [0.66229, 0.00148, 3.34179], [0.85989, -1.04808, 4.24266], [0.63913, -2.35267, 3.83559], [0.88104, -3.50583, 4.78217], [0.23907, -2.62261, 2.52654], [0.04258, -1.60096, 1.58312], [0.23992, -0.28609, 2.05814], [-0.23714, -1.77456, 0.22659], [-0.50994, -3.10995, -0.35302], [-1.70929, -3.80469, 0.31739], [-0.90468, -2.91589, -1.81710], [0.72732, -4.02641, -0.34915], [1.61942, 1.46419, 4.59883], [0.00586, 1.93138, 4.05857], [1.35522, 2.00376, 2.93215], [1.18705, -0.83954, 5.25720], [1.01138, -3.15329, 5.80587], [1.78209, -4.05595, 4.50031], [0.04812, -4.21154, 4.76591], [0.12031, -3.65703, 2.25494], [0.09192, 0.54811, 1.37405], [-2.52861, -3.08961, 0.42592], [-1.48768, -4.20964, 1.30047], [-2.04976, -4.62846, -0.31598], [-1.87238, -2.41308, -1.89960], [-0.98459, -3.89074, -2.30691], [-0.14977, -2.33095, -2.35328], [1.22563, -4.06050, 0.61768], [1.45226, -3.67381, -1.08359], [0.43232, -5.04358, -0.62537], [-1.73029, 2.31627, -0.12140], [-1.95938, 2.82247, 1.71214], [-2.61635, 2.05901, 2.67427], [-2.77429, 2.57688, 3.95242], [-2.32192, 3.76914, 4.35015], [-1.66786, 4.47971, 3.42964], [-1.46669, 4.06169, 2.12322], [-3.00608, 1.08107, 2.43445], [-3.29596, 1.99344, 4.70508], [-1.28659, 5.44451, 3.75362], [-0.93006, 4.69344, 1.42517], [-1.21228, 0.40674, -2.85972], [-2.10714, -0.21881, -2.92582], [-0.59125, 0.20620, -3.73258], [-1.55325, 1.44191, -2.91820], [-3.17314, -0.19432, -0.08788], [-4.65837, -0.29206, -1.26956], [-5.48535, -1.41273, -1.27772], [-6.56772, -1.44575, -2.14367], [-6.88492, -0.46360, -2.99041], [-6.08735, 0.60772, -2.97065], [-4.98173, 0.74307, -2.14596], [-5.29173, -2.24671, -0.61406], [-7.21972, -2.31398, -2.15773], [-6.35030, 1.40720, -3.65665], [-4.37910, 1.64230, -2.17375]],
  "lowdin_charge": [0.92, -0.23, 0.57, -0.64, -0.11, -0.13, -0.12, -0.63, -0.11, -0.12, -0.10, 0.02, 0.01, 0.02, 0.07, 0.06, 0.08, 0.07, 0.08, 0.01, 0.05, 0.02, 0.08, 0.05, 0.05, 0.09, 0.07, 0.08, 0.06, 0.07, 0.06, 0.08, -0.03, -0.26, -0.03, -0.28, -0.06, -0.01, -0.31, -0.05, -0.16, -0.62, -0.05, -0.10, -0.04, 0.07, 0.06, 0.07, 0.11, 0.07, 0.08, 0.07, 0.08, 0.04, 0.05, 0.06, 0.08, 0.06, 0.09, 0.06, 0.07, 0.06, 0.08, 0.66, -0.62, -0.13, -0.17, 0.04, -0.18, -0.13, 0.05, 0.10, 0.10, 0.09, -0.37, -0.03, -0.02, -0.04, 0.70, -0.62, -0.13, -0.17, 0.03, -0.16, -0.11, 0.09, 0.10, 0.10, 0.09]
}